Density functional theory data (ωB97M-V with the def2-TZVPD basis set) for C28H43MoN2SSbSi as an isolated structure.

The value obtained for the orbital gap (alpha / beta) is 6.67 / 6.76 eV. The net charge is +2. For the energy above the lowest of the compared OMol25 structures with the same formula, charge and spin, the calculation gives 0.000 eV. The calculation puts the LUMO energy (alpha / beta) at -0.262 / -0.263 Eh. Its multiplicity is 3.

Cartesian coordinates (Å):
Mo1 0.83658 -0.12702 0.62052
C1 -0.31062 -1.61406 -2.03479
C2 -0.77620 -2.30453 -0.79882
C3 -1.54582 -3.47392 -0.90654
C4 -1.91229 -4.16126 0.21413
C5 -1.51333 -3.69735 1.48427
C6 -1.84308 -4.37014 2.68519
C7 -1.41560 -3.88185 3.88673
C8 -0.64458 -2.70444 3.93817
C9 -0.32181 -2.02884 2.78801
S1 0.62078 -0.53701 2.85192
C10 -0.75332 -2.51823 1.54010
N1 -0.40410 -1.82723 0.39295
H1 -1.00012 -1.78651 -2.85881
H2 0.67097 -2.00117 -2.32121
H3 -0.21410 -0.53731 -1.88584
H4 -1.82428 -3.81922 -1.89205
H5 -2.49834 -5.06891 0.13676
H6 -2.42978 -5.27788 2.63119
H7 -1.65983 -4.39643 4.80531
H8 -0.30330 -2.32755 4.89399
C11 2.92799 1.59559 1.12235
Si1 3.50416 0.75984 -0.47033
C12 5.27144 0.25533 -0.45340
C13 2.98801 1.78770 -1.92290
N2 2.37832 -0.64574 -0.35973
C14 2.68569 -1.95788 -0.83544
C15 3.11921 -2.12469 -2.14830
C16 3.40552 -3.39676 -2.62160
C17 3.25829 -4.50085 -1.79217
C18 2.84098 -4.32746 -0.48007
C19 2.56037 -3.05778 0.00543
H9 3.11050 2.66786 1.19042
H10 3.33929 1.09637 2.00045
H11 1.81162 1.57276 1.24437
H12 5.86721 1.00966 0.06552
H13 5.66451 0.15692 -1.46574
H14 5.41042 -0.69652 0.06226
H15 3.61993 2.66853 -2.05363
H16 1.95727 2.13092 -1.78698
H17 3.02763 1.21579 -2.85235
H18 3.22760 -1.26641 -2.80148
H19 3.74648 -3.52319 -3.64032
H20 3.48617 -5.49077 -2.16241
H21 2.75449 -5.18133 0.17887
H22 2.28191 -2.91860 1.04456
C20 -2.03645 4.18720 -1.63498
C21 -1.10381 2.98016 -1.71702
C22 -1.38636 2.13652 -2.95706
Sb1 -1.17190 1.78321 0.07225
C23 -1.02773 3.15579 1.72141
C24 0.08351 4.16757 1.43761
C25 -2.34444 3.83848 2.07874
C26 -3.06067 0.76078 0.10824
C27 -3.24642 0.06845 1.45567
C28 -4.23848 1.66496 -0.24253
H23 -1.88737 4.80349 -2.52416
H24 -1.84554 4.81877 -0.76954
H25 -3.08530 3.89450 -1.61806
H26 -0.07124 3.33525 -1.75314
H27 -2.36356 1.65149 -2.91234
H28 -0.62984 1.37181 -3.13004
H29 -1.39145 2.78320 -3.83672
H30 -0.72590 2.50723 2.54788
H31 -0.25682 4.95211 0.76198
H32 0.97828 3.72299 0.99554
H33 0.38553 4.65261 2.36753
H34 -2.72865 4.44471 1.25785
H35 -2.17964 4.50892 2.92523
H36 -3.11829 3.13077 2.37257
H37 -2.94419 0.00302 -0.67305
H38 -3.34377 0.78829 2.26935
H39 -2.42372 -0.60537 1.70399
H40 -4.16570 -0.52061 1.43691
H41 -4.33870 2.49760 0.45458
H42 -5.16012 1.08134 -0.18497
H43 -4.17408 2.06630 -1.25230

Mulliken population analysis, charges in e, atoms 1 to 8:
1. Mo -0.4404
2. C -1.1343
3. C 0.6815
4. C -1.0706
5. C -1.1192
6. C 0.9833
7. C -0.8953
8. C -0.8660



Density functional theory data (ωB97M-V with the def2-TZVPD basis set) for C29H22BrClMoN2O5 as an isolated structure at a distorted geometry.

The value obtained for the orbital gap is 5.29 eV. The net charge is +2. For the energy above the lowest of the compared OMol25 structures with the same formula, charge and spin, the calculation gives 1.512 eV. The calculation puts the LUMO energy at -0.319 Eh.

Cartesian coordinates (Å):
Mo1 -0.12710 0.11312 0.54145
C1 3.71914 -1.12229 -0.07795
O1 4.45851 0.04264 0.31885
C2 3.88780 1.23120 0.45197
C3 4.76771 2.32155 0.60141
C4 4.31991 3.61850 0.73214
C5 2.95676 3.89767 0.72298
C6 2.06068 2.84723 0.60206
C7 0.66464 3.11902 0.56615
N1 -0.27916 2.22306 0.47307
N2 -1.55614 2.76102 0.30844
C8 -2.40648 1.81636 0.19977
O2 -1.87936 0.53878 0.33308
C9 -3.79589 1.96556 -0.16008
C10 -4.33248 3.24923 -0.28812
C11 -5.64561 3.39415 -0.68307
C12 -6.42032 2.27017 -0.95372
C13 -5.89071 0.99368 -0.81838
C14 -4.57752 0.83568 -0.41536
C15 2.53471 1.52698 0.47911
O3 1.58390 0.54750 0.41763
H1 4.46624 -1.88996 -0.24222
H2 3.18164 -0.93543 -1.00749
H3 3.04084 -1.44087 0.71156
H4 5.82651 2.09443 0.59887
H5 5.03611 4.42245 0.83253
H6 2.59504 4.91436 0.80940
H7 0.33183 4.15260 0.60084
H8 -3.71773 4.11388 -0.07675
H9 -6.07199 4.38282 -0.78124
H10 -7.44692 2.39306 -1.27251
H11 -6.50293 0.12665 -1.02418
H12 -4.15863 -0.15523 -0.30253
Cl1 -1.72161 -2.16174 2.27038
C16 -0.10183 -2.40880 2.85858
C17 0.34900 -3.67752 3.14724
C18 1.66301 -3.83043 3.57626
C19 2.50314 -2.72915 3.69421
C20 2.03466 -1.46319 3.38472
C21 0.71460 -1.28198 2.97374
C22 0.16901 0.06833 2.67122
H13 -0.30798 -4.52917 3.03444
H14 2.02885 -4.81887 3.81935
H15 3.52143 -2.85673 4.03637
H16 2.68522 -0.60209 3.49200
H17 0.86334 0.87052 2.91667
H18 -0.80497 0.24842 3.12461
Br1 -0.54474 -4.62473 -5.91124
C23 -0.42112 -3.17586 -4.72763
C24 -0.41569 -1.87877 -5.22338
C25 -0.31807 -0.80289 -4.34907
C26 -0.23072 -1.02559 -2.98639
C27 -0.24171 -2.32967 -2.49859
C28 -0.33720 -3.41276 -3.36889
C29 -0.16815 -2.64996 -1.07055
O4 -0.22349 -3.69254 -0.52995
O5 -0.01585 -1.50611 -0.20133
H19 -0.48844 -1.71080 -6.28938
H20 -0.31153 0.20556 -4.73974
H21 -0.15757 -0.17208 -2.32317
H22 -0.34459 -4.42094 -2.97817

Mulliken population analysis, charges in e, atoms 1 to 8:
1. Mo 1.3970
2. C -0.5709
3. O -0.4421
4. C -0.1792
5. C -0.6483
6. C -0.9059
7. C -0.8466
8. C 0.6534



Density functional theory data (ωB97M-V with the def2-TZVPD basis set) for C23H27CdN3O4S2 as an isolated structure at a distorted geometry.

The value obtained for the orbital gap is 8.42 eV. The net charge is 0. For the energy above the lowest of the compared OMol25 structures with the same formula, charge and spin, the calculation gives 0.294 eV. The calculation puts the LUMO energy at -0.013 Eh.

Cartesian coordinates (Å):
Cd1 0.12641 -0.29650 -0.16785
C1 0.15605 -3.81781 0.08920
C2 -0.89876 -4.14842 1.15642
C3 -1.93921 -5.09527 0.56426
C4 -1.48470 -2.86341 1.71032
C5 -2.78965 -2.44993 1.46652
C6 -3.23225 -1.20102 1.87931
C7 -2.38854 -0.32001 2.54584
C8 -2.85040 1.06258 2.92656
C9 -1.11349 -0.77056 2.87986
C10 -0.67143 -2.02563 2.47391
H1 0.62801 -4.73379 -0.27157
H2 0.94221 -3.17032 0.48361
H3 -0.31991 -3.33178 -0.76807
H4 -0.38900 -4.66127 1.97850
H5 -2.39531 -4.66015 -0.32763
H6 -2.72289 -5.32923 1.28625
H7 -1.45758 -6.02927 0.27217
H8 -3.47090 -3.08899 0.92263
H9 -4.24310 -0.89091 1.63913
H10 -3.43656 1.03674 3.84736
H11 -3.47590 1.48604 2.14013
H12 -1.99967 1.72514 3.08681
H13 -0.45524 -0.15064 3.47602
H14 0.31149 -2.35546 2.78743
C11 1.95190 6.20570 1.91955
C12 2.12643 4.76596 1.52261
C13 3.37528 4.15745 1.54534
C14 3.51191 2.81001 1.24499
C15 2.39717 2.05726 0.91421
C16 1.14343 2.65399 0.87839
C17 1.01789 3.99951 1.16613
S1 2.61302 0.27323 0.81735
O1 1.58469 -0.26321 1.72733
O2 3.98472 0.02369 1.16029
N1 2.19803 -0.31606 -0.60839
C18 2.69480 0.42106 -1.76482
C19 1.54245 1.06698 -2.55698
O3 1.69230 1.32367 -3.74785
O4 0.43465 1.24787 -1.91098
H15 2.91355 6.69682 2.05768
H16 1.40624 6.26650 2.86313
H17 1.38226 6.75377 1.16871
H18 4.25023 4.73263 1.82164
H19 4.47301 2.31647 1.29536
H20 0.25165 2.08523 0.64711
H21 0.04021 4.46528 1.12627
H22 3.23379 -0.24096 -2.44174
H23 3.37713 1.22538 -1.46829
S2 -2.13783 -0.79172 -1.33207
C20 -1.72025 -0.88286 -2.98517
N2 -0.90620 0.04758 -3.55024
C21 -0.54913 -0.00461 -4.83772
C22 -1.06485 -0.98631 -5.64171
C23 -1.93344 -1.89249 -5.02641
N3 -2.24632 -1.85191 -3.74530
H24 -0.42209 0.72180 -2.88742
H25 0.15236 0.74861 -5.16842
H26 -0.80608 -1.06111 -6.68563
H27 -2.39260 -2.69531 -5.59405

Mulliken population analysis, charges in e, atoms 1 to 8:
1. Cd 1.4756
2. C -1.1230
3. C 0.8330
4. C -1.8323
5. C 0.4599
6. C -0.1755
7. C -0.8972
8. C 1.1030



Density functional theory data (ωB97M-V with the def2-TZVPD basis set) for an isolated molecule of C24H26N4O7S2 at a distorted geometry.

The value obtained for the orbital gap is 7.67 eV. The net charge is 0. As for the SMILES: Cc1ccc(NS(=O)(=O)c2ccc(NC(=O)CN(c3cc([N+](=O)[O-])ccc3C)S(C)(=O)=O)cc2)c(C)c1. For the energy above the lowest of the compared OMol25 structures with the same formula, charge and spin, the calculation gives 0.000 eV. The calculation puts the LUMO energy at -0.028 Eh.

Cartesian coordinates (Å):
C1 5.23467 3.53873 1.49148
C2 5.10032 2.21240 0.80637
C3 5.43479 1.03405 1.46106
C4 5.33647 -0.18320 0.81602
C5 4.88941 -0.24741 -0.49803
N1 4.79235 -1.50864 -1.10723
S1 3.73898 -2.63164 -0.43163
O1 3.60761 -3.66419 -1.41452
O2 4.18908 -2.96776 0.88194
C6 2.22833 -1.68007 -0.33127
C7 2.00361 -0.87349 0.76665
C8 0.90658 -0.03049 0.78728
C9 0.03934 -0.00533 -0.30306
N2 -1.09259 0.81181 -0.35569
C10 -1.66596 1.52315 0.64512
O3 -1.20984 1.69339 1.75356
C11 -3.04273 2.07735 0.25330
N3 -3.93986 1.01003 -0.17765
C12 -3.85231 -0.21584 0.52122
C13 -3.31664 -1.34015 -0.09027
C14 -3.22760 -2.53472 0.60948
N4 -2.66829 -3.68788 -0.05188
O4 -2.54175 -4.70057 0.59844
O5 -2.37168 -3.57017 -1.22180
C15 -3.65791 -2.62852 1.92549
C16 -4.20072 -1.50885 2.52214
C17 -4.31768 -0.29868 1.84441
C18 -4.92518 0.87885 2.53093
S2 -4.14387 0.97469 -1.85440
C19 -5.53206 -0.15192 -2.07466
O6 -2.96180 0.45146 -2.49392
O7 -4.53810 2.29383 -2.22842
C20 0.27300 -0.83335 -1.40418
C21 1.37340 -1.66685 -1.41798
C22 4.53518 0.92469 -1.17368
C23 4.02777 0.87786 -2.58634
C24 4.65748 2.13422 -0.50691
H1 6.23872 3.93659 1.34024
H2 4.52378 4.25724 1.09045
H3 5.07112 3.43907 2.56177
H4 5.78068 1.06921 2.48358
H5 5.58716 -1.10349 1.31773
H6 4.66470 -1.48641 -2.10728
H7 2.68809 -0.91826 1.59770
H8 0.71727 0.60414 1.63638
H9 -1.60061 0.75185 -1.23788
H10 -2.96214 2.77677 -0.58113
H11 -3.45863 2.60655 1.11356
H12 -2.94279 -1.30157 -1.10151
H13 -3.56534 -3.56544 2.45174
H14 -4.54915 -1.56773 3.54187
H15 -5.45312 1.50963 1.81998
H16 -4.14156 1.47011 3.00537
H17 -5.61313 0.55283 3.30702
H18 -5.18943 -1.17591 -2.01641
H19 -5.94588 0.05612 -3.05418
H20 -6.25700 0.07159 -1.30341
H21 -0.41237 -0.81482 -2.23891
H22 1.57526 -2.32355 -2.24966
H23 4.79294 0.49364 -3.26192
H24 3.75218 1.87476 -2.92055
H25 3.14855 0.23611 -2.66018
H26 4.38893 3.04420 -1.02571

Mulliken population analysis, charges in e, atoms 1 to 8:
1. C -1.5374
2. C 0.8212
3. C -0.8941
4. C -0.4143
5. C -0.0233
6. N -0.3139
7. S 1.1939
8. O -0.7137



Molar mass: 685.5, 689.8, 586.0, 546.6 (g mol⁻¹)
DFT total energy: -59808.401, -128052.179, -63185.152, -67271.165 (eV)